{
  "formula": "C55H40N6O6SeW",
  "method": "wB97M-V/def2-TZVPD",
  "species": ["W", "C", "O", "C", "C", "C", "C", "C", "C", "C", "C", "C", "C", "C", "N", "C", "C", "C", "C", "C", "C", "C", "C", "C", "C", "O", "C", "C", "C", "C", "N", "C", "C", "C", "C", "C", "C", "O", "C", "C", "C", "C", "C", "C", "C", "N", "C", "C", "N", "C", "C", "C", "C", "O", "C", "C", "C", "H", "H", "H", "H", "H", "H", "H", "H", "H", "H", "H", "H", "H", "H", "H", "H", "H", "H", "H", "H", "H", "H", "H", "H", "H", "H", "H", "H", "H", "H", "H", "H", "H", "H", "H", "H", "O", "C", "O", "C", "C", "C", "C", "C", "N", "H", "H", "H", "H", "Se", "C", "N"],
  "xyz": [[-0.425, 0.145, -0.281], [-6.701, 1.970, 7.301], [-6.447, 2.589, 6.012], [-5.748, 1.865, 5.044], [-5.327, 0.526, 5.052], [-4.616, 0.026, 3.980], [-4.122, 0.836, 2.964], [-4.634, 2.117, 2.883], [-5.408, 2.656, 3.959], [-3.161, 0.397, 1.943], [-1.954, -0.119, 2.403], [-1.565, -0.261, 3.757], [-0.245, -0.705, 3.778], [0.137, -1.056, 2.471], [-0.866, -0.548, 1.588], [1.214, -1.821, 2.136], [1.424, -2.130, 0.786], [2.229, -3.142, 0.221], [2.509, -2.907, -1.077], [1.496, -1.944, -1.497], [1.407, -1.461, -2.817], [2.437, -1.998, -3.740], [2.405, -3.300, -4.151], [3.187, -3.769, -5.209], [4.101, -2.897, -5.780], [4.988, -3.480, -6.669], [6.303, -2.847, -6.957], [4.079, -1.511, -5.453], [3.363, -1.094, -4.332], [0.535, -0.427, -3.131], [-0.607, 0.110, -2.330], [-1.336, 1.030, -3.112], [-2.635, 1.550, -2.788], [-3.466, 2.334, -3.788], [-4.758, 1.884, -4.225], [-5.591, 2.659, -5.046], [-5.245, 3.972, -5.351], [-5.957, 4.792, -6.211], [-7.280, 5.232, -5.756], [-3.873, 4.296, -5.150], [-3.106, 3.573, -4.250], [-3.124, 1.292, -1.512], [-4.433, 1.652, -1.164], [-4.636, 1.230, 0.186], [-3.453, 0.662, 0.589], [-2.423, 0.581, -0.485], [-0.750, 0.988, -4.426], [0.383, 0.129, -4.454], [0.881, -1.377, -0.345], [2.037, -2.502, 3.199], [3.456, -2.402, 3.163], [4.109, -3.098, 4.190], [3.395, -3.954, 5.077], [4.092, -4.599, 6.069], [5.070, -5.622, 5.632], [1.999, -4.054, 5.068], [1.302, -3.215, 4.189], [-6.949, 2.789, 7.995], [-5.770, 1.535, 7.604], [-7.547, 1.322, 7.224], [-5.346, -0.095, 5.922], [-4.545, -1.099, 3.823], [-4.268, 2.833, 2.119], [-5.626, 3.718, 4.059], [-2.221, -0.090, 4.567], [0.360, -1.020, 4.627], [2.625, -3.953, 0.864], [3.155, -3.503, -1.711], [1.839, -3.959, -3.511], [3.167, -4.805, -5.498], [6.996, -3.635, -7.172], [6.810, -2.384, -6.103], [6.232, -2.096, -7.815], [4.588, -0.786, -6.092], [3.538, -0.090, -3.931], [-5.048, 0.867, -3.880], [-6.584, 2.221, -5.269], [-7.528, 6.008, -6.524], [-7.180, 5.596, -4.741], [-8.015, 4.414, -5.676], [-3.499, 5.165, -5.634], [-2.240, 4.022, -3.735], [-5.065, 2.162, -1.894], [-5.565, 1.269, 0.753], [-1.173, 1.547, -5.284], [1.079, -0.125, -5.254], [3.928, -1.837, 2.355], [5.206, -3.002, 4.262], [5.404, -6.121, 6.524], [5.929, -5.091, 5.235], [4.564, -6.395, 4.976], [1.498, -4.674, 5.827], [0.227, -3.156, 4.431], [4.389, -0.883, -0.026], [4.335, 0.371, 0.088], [3.647, 1.251, -0.496], [5.163, 1.040, 1.170], [6.101, 2.126, 0.786], [6.847, 2.730, 1.699], [6.502, 2.496, 3.086], [5.709, 1.419, 3.331], [5.012, 0.697, 2.422], [6.093, 2.418, -0.266], [7.400, 3.562, 1.341], [6.873, 3.152, 3.873], [5.484, 1.135, 4.324], [0.982, 1.935, 0.364], [-0.620, 2.859, 1.056], [-1.536, 3.289, 1.654]],
  "total_charge": 0,
  "orbital_gap_ha": [0.18679, 0.19690],
  "homo_energy_ev": [-7.150, -7.464],
  "spin_multiplicity": 3,
  "e_lumo_ha": [-0.076, -0.077]
}

{
  "formula": "C3H4O3Tl",
  "method": "wB97M-V/def2-TZVPD",
  "species": ["O", "Tl", "O", "C", "O", "C", "C", "H", "H", "H", "H"],
  "xyz": [[-0.554, -0.981, -0.885], [3.639, -0.540, 0.702], [1.051, 0.241, 0.047], [-0.053, 0.108, -0.377], [-1.154, 0.813, 0.083], [-2.170, 0.088, -0.331], [-3.348, -0.094, 0.561], [-2.500, 0.219, -1.387], [-4.050, 0.717, 0.300], [-3.839, -1.036, 0.273], [-2.996, -0.076, 1.600]],
  "total_charge": 2,
  "orbital_gap_ha": [0.38277, 0.25720],
  "homo_energy_ev": [-20.838, -20.801],
  "spin_multiplicity": 2,
  "e_lumo_ha": [-0.383, -0.507]
}

{
  "formula": "C20H19FeN2O4S",
  "method": "wB97M-V/def2-TZVPD",
  "species": ["C", "O", "C", "C", "C", "C", "C", "C", "Fe", "C", "O", "C", "O", "C", "O", "H", "H", "H", "H", "H", "H", "H", "H", "H", "C", "C", "C", "C", "C", "C", "S", "C", "N", "C", "C", "C", "N", "H", "H", "H", "H", "H", "H", "H", "H", "H", "H"],
  "xyz": [[-3.594, -0.927, -3.741], [-3.569, 0.327, -3.044], [-2.466, 0.681, -2.305], [-1.704, -0.221, -1.632], [-0.562, 0.125, -0.780], [-0.048, 1.555, -0.682], [-0.883, 2.463, -1.642], [-2.017, 2.063, -2.279], [-4.958, -0.516, -0.306], [-3.846, -0.364, 1.045], [-3.168, -0.188, 1.971], [-5.978, -1.804, 0.205], [-6.753, -2.572, 0.615], [-5.962, 0.847, 0.110], [-6.599, 1.747, 0.478], [-4.294, -1.636, -3.272], [-3.990, -0.743, -4.746], [-2.602, -1.403, -3.819], [-1.861, -1.271, -1.793], [-0.806, -0.120, 0.274], [0.257, -0.551, -1.105], [-0.374, 2.031, 0.261], [-0.711, 3.547, -1.578], [-2.702, 2.801, -2.696], [3.845, -2.057, 3.889], [4.028, -1.405, 2.659], [3.030, -0.531, 2.201], [1.905, -0.257, 2.958], [1.750, -0.863, 4.198], [2.707, -1.773, 4.653], [0.854, 0.915, 2.141], [1.796, 0.830, 0.734], [1.404, 1.437, -0.449], [2.570, 1.528, -1.455], [3.448, 0.260, -1.428], [4.033, -0.050, -0.051], [2.950, 0.113, 0.937], [4.595, -2.767, 4.251], [4.938, -1.565, 2.078], [0.888, -0.621, 4.797], [2.588, -2.269, 5.610], [2.211, 1.680, -2.478], [3.210, 2.365, -1.131], [2.848, -0.627, -1.733], [4.312, 0.339, -2.121], [4.349, -1.105, -0.012], [4.932, 0.551, 0.214]],
  "total_charge": 1,
  "orbital_gap_ha": [0.19674, 0.22736],
  "homo_energy_ev": [-8.475, -11.156],
  "spin_multiplicity": 5,
  "e_lumo_ha": [-0.115, -0.183]
}

{
  "formula": "C16H36Br12N4O8",
  "method": "wB97M-V/def2-TZVPD",
  "species": ["Br", "C", "C", "Br", "H", "H", "H", "H", "Br", "C", "C", "Br", "H", "H", "H", "H", "Br", "C", "C", "Br", "H", "H", "H", "H", "Br", "C", "C", "Br", "H", "H", "H", "H", "Br", "C", "C", "Br", "H", "H", "H", "H", "Br", "C", "C", "Br", "H", "H", "H", "H", "C", "N", "O", "O", "H", "H", "H", "C", "N", "O", "O", "H", "H", "H", "C", "N", "O", "O", "H", "H", "H", "C", "N", "O", "O", "H", "H", "H"],
  "xyz": [[-15.233, -5.135, 12.564], [-17.039, -4.362, 12.275], [-16.956, -2.887, 11.819], [-16.091, -2.771, 10.039], [-17.404, -4.335, 13.302], [-17.625, -5.018, 11.632], [-16.540, -2.150, 12.506], [-17.996, -2.576, 11.723], [-25.177, -7.744, 8.623], [-26.717, -6.518, 8.757], [-26.258, -5.089, 8.290], [-27.671, -3.734, 8.233], [-27.051, -6.566, 9.794], [-27.419, -6.933, 8.034], [-25.743, -5.168, 7.333], [-25.543, -4.761, 9.044], [-20.106, 2.868, 10.240], [-19.120, 1.265, 9.583], [-18.615, 0.400, 10.694], [-20.193, -0.133, 11.684], [-18.318, 1.705, 8.989], [-19.761, 0.685, 8.919], [-17.973, 0.982, 11.356], [-18.050, -0.501, 10.455], [-19.356, -10.423, 8.579], [-19.630, -8.539, 9.053], [-19.203, -8.242, 10.523], [-19.926, -6.452, 11.021], [-20.583, -8.173, 8.673], [-18.928, -7.869, 8.556], [-18.129, -8.092, 10.628], [-19.653, -8.968, 11.200], [-20.402, -3.266, 13.930], [-20.959, -2.664, 15.757], [-21.668, -1.374, 15.558], [-22.348, -0.673, 17.223], [-20.076, -2.497, 16.375], [-21.592, -3.446, 16.175], [-22.461, -1.434, 14.812], [-20.981, -0.604, 15.207], [-19.772, -3.215, 10.038], [-21.683, -3.621, 9.868], [-22.466, -3.256, 11.153], [-24.468, -3.246, 10.920], [-21.724, -4.696, 9.691], [-22.105, -3.159, 8.975], [-22.170, -2.266, 11.500], [-22.314, -3.891, 12.026], [-23.915, 0.543, 10.936], [-24.981, 1.176, 10.044], [-25.274, 2.376, 10.165], [-25.445, 0.470, 9.179], [-23.753, 1.152, 11.826], [-22.998, 0.643, 10.356], [-24.015, -0.491, 11.266], [-24.897, -3.335, 14.586], [-24.581, -4.832, 14.509], [-24.989, -5.575, 15.405], [-24.003, -5.344, 13.597], [-25.756, -3.175, 15.239], [-25.004, -2.984, 13.560], [-24.088, -2.949, 15.206], [-24.951, -1.700, 7.136], [-24.184, -2.605, 6.330], [-24.077, -3.794, 6.812], [-23.661, -2.228, 5.285], [-26.008, -1.906, 6.971], [-24.697, -0.655, 6.955], [-24.850, -1.904, 8.202], [-20.638, -3.572, 5.575], [-20.675, -4.975, 6.067], [-20.681, -5.111, 7.297], [-20.620, -5.880, 5.205], [-21.583, -3.481, 5.038], [-19.840, -3.531, 4.834], [-20.540, -2.922, 6.444]],
  "total_charge": 0,
  "orbital_gap_ha": 0.34313,
  "homo_energy_ev": -9.946,
  "spin_multiplicity": 1,
  "smiles": "C[N+](=O)[O-].C[N+](=O)[O-].C[N+](=O)[O-].C[N+](=O)[O-].BrCCBr.BrCCBr.BrCCBr.BrCCBr.BrCCBr.BrCCBr",
  "e_lumo_ha": -0.022
}

{
  "formula": "C7H14N2O2S",
  "method": "wB97M-V/def2-TZVPD",
  "species": ["C", "C", "C", "C", "C", "C", "C", "N", "N", "O", "O", "S", "H", "H", "H", "H", "H", "H", "H", "H", "H", "H", "H", "H", "H", "H"],
  "xyz": [[-0.810, 1.788, -0.373], [-0.388, 0.523, 0.379], [-1.539, -0.546, 0.262], [1.997, 0.339, 0.193], [-1.882, -0.710, -1.252], [-1.113, -1.843, 0.952], [3.199, -0.093, -0.551], [2.276, 1.186, 1.198], [0.824, 0.042, -0.223], [-1.705, 2.444, 0.119], [-0.245, 2.051, -1.517], [-3.180, 0.242, 1.076], [-0.409, 0.960, 1.487], [-2.757, -1.286, -1.463], [-1.164, -1.263, -1.886], [-2.229, 0.221, -1.756], [-1.036, -1.885, 2.040], [-0.097, -1.964, 0.406], [-1.703, -2.696, 0.599], [3.961, -0.230, 0.244], [3.379, 0.798, -1.287], [3.047, -1.096, -1.033], [3.351, 1.239, 1.288], [1.558, 1.499, 1.857], [0.449, 1.269, -1.691], [-3.781, -0.988, 0.932]],
  "total_charge": 0,
  "orbital_gap_ha": 0.33228,
  "homo_energy_ev": -8.626,
  "spin_multiplicity": 1,
  "smiles": "C/C(N)=N/[C@@H](C(=O)O)C(C)(C)S",
  "e_lumo_ha": 0.015
}

{
  "formula": "C3H12ClMgO3",
  "method": "wB97M-V/def2-TZVPD",
  "species": ["Mg", "Cl", "C", "O", "H", "H", "H", "H", "C", "O", "H", "H", "H", "H", "C", "O", "H", "H", "H", "H"],
  "xyz": [[-0.288, -2.950, 2.309], [-0.938, -1.373, 0.784], [1.812, -2.054, -1.799], [2.037, -2.798, -3.033], [0.810, -2.212, -1.401], [2.497, -2.322, -0.995], [1.952, -0.984, -1.954], [1.879, -3.701, -2.747], [-1.661, 2.079, 2.955], [-2.555, 1.542, 1.969], [-0.632, 1.773, 2.766], [-1.751, 3.164, 2.909], [-1.929, 1.663, 3.927], [-2.383, 0.624, 1.745], [0.397, 1.552, -1.156], [-0.385, 0.594, -1.899], [1.318, 1.096, -0.794], [0.705, 2.339, -1.844], [-0.145, 2.088, -0.376], [-0.743, -0.119, -1.365]],
  "total_charge": 1,
  "orbital_gap_ha": 0.14714,
  "homo_energy_ev": -12.711,
  "spin_multiplicity": 1,
  "e_lumo_ha": -0.320
}